Entry 1:
C26H34Br2NO6RhSi | ωB97M-V/def2-TZVPD

CARTESIAN COORDINATES (ANGSTROEM)
Rh: -1.182 2.525 -0.053
O: -0.600 5.931 -2.466
C: -0.959 5.093 -1.671
O: -0.894 3.812 -1.791
C: -1.620 5.539 -0.360
C: -1.831 6.847 0.032
C: -2.460 7.070 1.253
C: -2.864 5.993 2.034
C: -2.615 4.720 1.555
N: -2.015 4.529 0.395
C: -2.996 3.409 2.258
O: -3.531 3.457 3.344
O: -2.703 2.366 1.565
H: -1.507 7.651 -0.613
H: -2.627 8.081 1.600
H: -3.353 6.114 2.989
Br: 0.914 -2.386 5.079
C: 1.074 -0.737 4.153
C: 2.332 -0.198 3.933
C: 2.448 0.956 3.178
C: 1.314 1.555 2.640
C: 0.057 1.030 2.910
C: -0.070 -0.123 3.672
C: 1.524 2.781 1.738
O: 2.630 3.278 1.694
O: 0.492 3.187 1.084
H: 3.205 -0.691 4.337
H: 3.410 1.407 2.983
H: -0.843 1.511 2.554
H: -1.043 -0.544 3.882
C: 2.042 -1.905 0.999
C: 2.017 -1.725 -0.525
C: 2.937 -2.786 -1.151
C: 2.584 -0.327 -0.816
Si: 0.230 -1.931 -1.230
Br: -0.850 0.267 -0.782
C: 0.087 -1.978 -3.160
C: -1.288 -1.514 -3.666
C: 1.130 -1.053 -3.804
C: 0.326 -3.417 -3.643
C: -0.957 -3.084 -0.226
C: -0.325 -4.481 -0.125
C: -2.313 -3.212 -0.936
C: -1.232 -2.556 1.191
H: 3.063 -1.751 1.356
H: 1.741 -2.907 1.305
H: 1.406 -1.170 1.491
H: 3.931 -2.702 -0.708
H: 3.042 -2.655 -2.227
H: 2.571 -3.797 -0.963
H: 3.589 -0.257 -0.397
H: 1.984 0.455 -0.351
H: 2.651 -0.116 -1.881
H: -1.458 -0.462 -3.443
H: -2.108 -2.090 -3.248
H: -1.316 -1.629 -4.752
H: 1.014 -0.026 -3.457
H: 0.983 -1.056 -4.886
H: 2.150 -1.380 -3.611
H: -0.460 -4.090 -3.297
H: 1.287 -3.806 -3.303
H: 0.323 -3.435 -4.734
H: -0.096 -4.893 -1.110
H: -1.027 -5.157 0.368
H: 0.593 -4.471 0.461
H: -2.221 -3.712 -1.900
H: -2.775 -2.235 -1.082
H: -2.984 -3.809 -0.317
H: -0.333 -2.498 1.799
H: -1.925 -3.238 1.687
H: -1.697 -1.572 1.166

Atoms 1-6, force components in eV/Å:
-0.1074 3.0136 1.0947
0.0346 -0.3763 -0.0837
-0.3871 1.4037 0.6728
0.2251 -1.6003 0.3914
0.2051 -0.0984 -0.4901
-0.0619 -0.0371 0.0203

Output
E_HOMO (spin up / spin down) = -9.23 / -9.22 eV
Expectation value of S² = 6.013
Total charge = 0
Multiplicity = 5

How positive or negative is each atom? The Löwdin charges in e answer that: atom 1 (Rh): 1.09, atom 2 (O): 0.10, atom 3 (C): -0.58, atom 4 (O): -0.11, atom 5 (C): -0.16, atom 6 (C): 0.03, atom 7 (C): -0.02, atom 8 (C): 0.03, atom 9 (C): -0.16, atom 10 (N): 0.05, atom 11 (C): -0.58, atom 12 (O): 0.10, atom 13 (O): -0.13, atom 14 (H): 0.13, atom 15 (H): 0.11, atom 16 (H): 0.13, atom 17 (Br): 0.73, atom 18 (C): -0.70, atom 19 (C): -0.13, atom 20 (C): -0.02, atom 21 (C): -0.13, atom 22 (C): -0.03, atom 23 (C): -0.13, atom 24 (C): -0.58, atom 25 (O): 0.08, atom 26 (O): -0.11, atom 27 (H): 0.10, atom 28 (H): 0.12, atom 29 (H): 0.08, atom 30 (H): 0.11, atom 31 (C): -0.09, atom 32 (C): -0.61, atom 33 (C): -0.08, atom 34 (C): -0.10, atom 35 (Si): 0.74, atom 36 (Br): 0.57, atom 37 (C): -0.63, atom 38 (C): -0.12, atom 39 (C): -0.10, atom 40 (C): -0.08, atom 41 (C): -0.63, atom 42 (C): -0.08, atom 43 (C): -0.10, atom 44 (C): -0.11, atom 45 (H): 0.10, atom 46 (H): 0.07, atom 47 (H): 0.06, atom 48 (H): 0.09, atom 49 (H): 0.06, atom 50 (H): 0.08, atom 51 (H): 0.10, atom 52 (H): 0.04, atom 53 (H): 0.06, atom 54 (H): 0.05, atom 55 (H): 0.06, atom 56 (H): 0.09, atom 57 (H): 0.08, atom 58 (H): 0.09, atom 59 (H): 0.07, atom 60 (H): 0.07, atom 61 (H): 0.07, atom 62 (H): 0.09, atom 63 (H): 0.07, atom 64 (H): 0.09, atom 65 (H): 0.07, atom 66 (H): 0.07, atom 67 (H): 0.07, atom 68 (H): 0.09, atom 69 (H): 0.05, atom 70 (H): 0.10, atom 71 (H): 0.04

Entry 2:
C13H22BF3N2O15Tl | ωB97M-V/def2-TZVPD

CARTESIAN COORDINATES (ANGSTROEM)
Tl: 2.018 -3.948 -5.237
B: 0.821 -1.736 -0.336
H: 0.714 -1.124 -1.218
H: 1.734 -1.514 0.195
H: -0.087 -1.589 0.229
H: 0.721 -2.742 -0.712
C: -5.210 -8.438 -2.758
C: -3.698 -8.481 -3.168
O: -3.013 -7.517 -2.800
O: -3.204 -9.578 -3.461
H: -5.727 -7.615 -3.252
H: -5.392 -8.480 -1.684
H: -5.727 -9.341 -3.081
C: 1.909 -3.554 5.936
C: 2.927 -2.546 6.433
O: 3.879 -3.215 7.225
C: 3.565 -4.494 7.283
O: 4.115 -5.274 8.071
O: 2.344 -4.687 6.724
F: 2.222 -1.726 7.176
H: 1.994 -3.803 4.878
H: 0.952 -3.058 6.098
H: 3.496 -2.033 5.658
C: 0.782 6.516 -7.384
C: 1.741 6.971 -6.314
O: 2.427 5.743 -5.993
C: 1.766 4.708 -6.415
O: 2.149 3.528 -6.279
O: 0.734 5.120 -7.201
F: 1.084 7.422 -5.312
H: 1.229 6.774 -8.344
H: -0.186 7.002 -7.509
H: 2.498 7.688 -6.632
C: -1.625 4.672 -0.162
C: -3.019 4.994 -0.620
O: -3.057 6.345 -0.235
C: -2.228 6.578 0.821
O: -2.149 7.647 1.423
O: -1.394 5.579 0.899
F: -3.973 4.251 0.038
H: -0.797 4.802 -0.859
H: -1.620 3.616 0.109
H: -3.163 4.804 -1.684
C: 6.302 2.832 1.780
N: 7.151 4.029 1.451
O: 7.634 4.491 2.441
O: 6.968 4.656 0.394
H: 6.076 2.424 0.795
H: 5.434 3.283 2.260
H: 6.845 2.094 2.370
C: -5.558 -4.163 2.105
N: -5.525 -5.141 3.225
O: -4.386 -5.589 3.465
O: -6.647 -5.404 3.710
H: -5.270 -3.174 2.462
H: -6.581 -4.061 1.743
H: -4.999 -4.542 1.250

Atoms 1-6, force components in eV/Å:
0.0095 0.0887 0.0765
1.2618 1.5192 1.0522
0.9884 1.8271 -4.6266
2.9605 1.7820 2.1916
-3.3946 -0.8072 3.5843
-1.8492 -4.4577 -2.3248

Output
E_HOMO = -11.87 eV
Total charge = +1

How positive or negative is each atom? The natural (NBO) charges in e answer that: atom 1 (Tl): 1.00, atom 2 (B): -0.53, atom 3 (H): 0.06, atom 4 (H): 0.02, atom 5 (H): 0.09, atom 6 (H): 0.13, atom 7 (C): -0.58, atom 8 (C): 0.69, atom 9 (O): -0.34, atom 10 (O): -0.34, atom 11 (H): 0.26, atom 12 (H): 0.28, atom 13 (H): 0.26, atom 14 (C): -0.12, atom 15 (C): 0.43, atom 16 (O): -0.47, atom 17 (C): 0.96, atom 18 (O): -0.56, atom 19 (O): -0.49, atom 20 (F): -0.32, atom 21 (H): 0.19, atom 22 (H): 0.22, atom 23 (H): 0.15, atom 24 (C): -0.14, atom 25 (C): 0.45, atom 26 (O): -0.48, atom 27 (C): 0.97, atom 28 (O): -0.60, atom 29 (O): -0.48, atom 30 (F): -0.30, atom 31 (H): 0.19, atom 32 (H): 0.23, atom 33 (H): 0.17, atom 34 (C): -0.14, atom 35 (C): 0.43, atom 36 (O): -0.49, atom 37 (C): 0.97, atom 38 (O): -0.56, atom 39 (O): -0.46, atom 40 (F): -0.34, atom 41 (H): 0.21, atom 42 (H): 0.21, atom 43 (H): 0.18, atom 44 (C): -0.48, atom 45 (N): 0.52, atom 46 (O): -0.35, atom 47 (O): -0.39, atom 48 (H): 0.22, atom 49 (H): 0.24, atom 50 (H): 0.23, atom 51 (C): -0.49, atom 52 (N): 0.51, atom 53 (O): -0.37, atom 54 (O): -0.35, atom 55 (H): 0.24, atom 56 (H): 0.23, atom 57 (H): 0.23

Entry 3:
CH6NP3 | ωB97M-V/def2-TZVPD

CARTESIAN COORDINATES (ANGSTROEM)
C: -0.401 1.441 0.677
N: 0.245 -0.362 -1.633
P: 0.029 1.083 -1.017
P: -0.236 -2.059 0.796
P: -0.994 -0.023 1.393
H: 0.480 -0.245 -2.649
H: 1.369 1.715 -1.107
H: -0.622 2.033 -1.746
H: 0.883 -1.378 0.468
H: 0.226 -2.236 2.086
H: -0.980 0.032 2.732

Atoms 1-6, force components in eV/Å:
-1.1522 -2.5530 0.6547
-0.8017 0.2779 -0.6803
3.2206 -0.0552 -0.4854
-1.3925 0.0348 -0.3747
1.2390 1.5232 -2.5191
-0.3256 -0.3572 1.1849

Output
E_HOMO = -8.56 eV
Total charge = 0

How positive or negative is each atom? The natural (NBO) charges in e answer that: atom 1 (C): -0.74, atom 2 (N): -1.37, atom 3 (P): 1.25, atom 4 (P): 0.16, atom 5 (P): 0.49, atom 6 (H): 0.38, atom 7 (H): -0.08, atom 8 (H): -0.07, atom 9 (H): 0.02, atom 10 (H): -0.04, atom 11 (H): 0.00

Entry 4:
C10H21N7O8 | ωB97M-V/def2-TZVPD

CARTESIAN COORDINATES (ANGSTROEM)
C: 1.054 1.397 -3.241
N: -0.246 2.211 -3.143
O: -0.184 3.369 -3.518
O: -1.308 1.702 -2.775
H: 1.789 2.198 -3.320
H: 1.083 0.953 -4.236
H: 1.314 0.665 -2.477
C: -3.478 0.165 4.497
N: -3.419 -1.118 3.709
O: -4.360 -1.896 3.807
O: -2.541 -1.364 2.955
H: -3.241 -0.118 5.522
H: -4.505 0.519 4.407
H: -2.734 0.876 4.139
C: -2.909 -0.926 -4.009
N: -1.781 -1.517 -3.178
O: -2.070 -2.350 -2.274
O: -0.662 -1.047 -3.412
H: -2.577 -1.074 -5.037
H: -3.067 0.123 -3.759
H: -3.760 -1.571 -3.789
C: 2.188 -3.094 1.328
N: 3.428 -3.462 0.624
O: 4.099 -2.609 0.003
O: 3.769 -4.653 0.700
H: 2.214 -3.563 2.312
H: 1.372 -3.413 0.679
H: 2.214 -2.006 1.391
C: 0.639 3.402 1.405
C: -0.732 3.074 1.754
N: -1.824 2.786 2.035
H: 1.264 2.898 2.142
H: 0.710 4.485 1.310
H: 0.945 3.024 0.429
C: 3.947 0.477 -0.188
C: 4.558 0.858 1.071
N: 5.112 1.148 2.038
H: 3.314 1.300 -0.519
H: 3.280 -0.349 0.059
H: 4.632 0.092 -0.943
C: -1.724 -0.333 0.140
C: -0.368 -0.083 0.476
N: 0.758 0.112 0.731
H: -1.774 -1.422 0.163
H: -1.942 0.095 -0.839
H: -2.478 0.038 0.835

Atoms 1-6, force components in eV/Å:
0.3980 1.2219 -0.8218
-1.0847 -0.2816 0.1107
0.4483 -0.7075 0.2013
1.4324 -0.0089 -0.0922
0.1092 -0.1603 0.4091
-0.5134 -0.2650 0.1703

Output
E_HOMO = -11.00 eV
Structure (SMILES) = C[N+](=O)[O-].C[N+](=O)[O-].C[N+](=O)[O-].C[N+](=O)[O-].CC#N.CC#N.CC#N
Total charge = 0

How positive or negative is each atom? The natural (NBO) charges in e answer that: atom 1 (C): -0.49, atom 2 (N): 0.53, atom 3 (O): -0.36, atom 4 (O): -0.41, atom 5 (H): 0.23, atom 6 (H): 0.24, atom 7 (H): 0.25, atom 8 (C): -0.49, atom 9 (N): 0.54, atom 10 (O): -0.40, atom 11 (O): -0.37, atom 12 (H): 0.24, atom 13 (H): 0.24, atom 14 (H): 0.25, atom 15 (C): -0.48, atom 16 (N): 0.52, atom 17 (O): -0.38, atom 18 (O): -0.38, atom 19 (H): 0.23, atom 20 (H): 0.26, atom 21 (H): 0.23, atom 22 (C): -0.48, atom 23 (N): 0.52, atom 24 (O): -0.39, atom 25 (O): -0.37, atom 26 (H): 0.24, atom 27 (H): 0.24, atom 28 (H): 0.24, atom 29 (C): -0.73, atom 30 (C): 0.32, atom 31 (N): -0.38, atom 32 (H): 0.27, atom 33 (H): 0.26, atom 34 (H): 0.26, atom 35 (C): -0.73, atom 36 (C): 0.30, atom 37 (N): -0.35, atom 38 (H): 0.24, atom 39 (H): 0.28, atom 40 (H): 0.26, atom 41 (C): -0.75, atom 42 (C): 0.36, atom 43 (N): -0.43, atom 44 (H): 0.28, atom 45 (H): 0.26, atom 46 (H): 0.28

Entry 5:
C3H2CaO2 | ωB97M-V/def2-TZVPD

CARTESIAN COORDINATES (ANGSTROEM)
O: 0.256 -1.286 0.655
C: -0.090 -0.060 0.925
C: 0.406 -0.361 -1.638
O: -0.548 0.496 1.893
C: 0.517 -0.169 -0.338
Ca: -1.412 2.136 2.865
H: -0.088 0.406 -2.234
H: 0.959 -1.163 -2.128

Atoms 1-6, force components in eV/Å:
0.6922 0.7197 1.7422
1.3882 -2.4320 -2.1956
0.6954 1.3060 -0.4049
-0.8245 1.0870 1.1383
-1.7899 -0.7202 -0.7381
-0.1769 0.2251 0.4244

Output
E_HOMO = -17.91 eV
Total charge = +2

How positive or negative is each atom? The natural (NBO) charges in e answer that: atom 1 (O): -0.33, atom 2 (C): 0.81, atom 3 (C): -0.26, atom 4 (O): -0.84, atom 5 (C): 0.13, atom 6 (Ca): 1.95, atom 7 (H): 0.26, atom 8 (H): 0.29

Entry 6:
C5H7P | ωB97M-V/def2-TZVPD

CARTESIAN COORDINATES (ANGSTROEM)
C: 0.152 1.187 -0.549
C: 0.311 0.700 -1.955
C: -0.150 0.342 0.371
C: -0.321 -1.675 -0.592
C: -0.152 0.244 1.814
P: 0.006 -0.927 -2.181
H: 0.462 2.246 -0.338
H: 0.551 1.360 -2.666
H: 0.563 -2.177 -0.290
H: -1.201 -2.007 -0.125
H: -1.064 0.525 2.220
H: 0.676 0.962 2.212
H: 0.169 -0.780 2.079

Atoms 1-6, force components in eV/Å:
1.1892 1.7210 -1.9564
-1.5910 -2.5981 4.3186
-0.2364 -4.1541 -0.3324
1.1356 5.2305 0.9644
3.4982 0.4807 0.4852
-0.2511 -0.5533 -2.1048

Output
E_HOMO = -8.31 eV
Total charge = 0

How positive or negative is each atom? The natural (NBO) charges in e answer that: atom 1 (C): -0.36, atom 2 (C): -0.60, atom 3 (C): 0.17, atom 4 (C): -0.79, atom 5 (C): -0.69, atom 6 (P): 0.68, atom 7 (H): 0.23, atom 8 (H): 0.22, atom 9 (H): 0.22, atom 10 (H): 0.24, atom 11 (H): 0.23, atom 12 (H): 0.22, atom 13 (H): 0.24